ORCA calculation (ωB97M-V/def2-TZVPD) on a molecular structure, C4H10N2O in a non-equilibrium geometry.

Total energy in Eh: -342.94090
HOMO level (alpha / beta) in eV: -7.8066 / -7.0958
Energy relative to the best compared isomer or geometry (same formula, charge and spin) in kcal/mol: 163.50

Geometry as XYZ:
```
17
Properties=species:S:1:pos:R:3:forces:R:3
C -0.36003 0.20172 0.88306 0.2 -0.6 -0.6
C -0.10027 -0.04463 -1.79277 0.9 0.5 0.7
C -0.86991 1.61166 1.05421 0.2 0.1 -0.2
N -1.25122 -0.61070 0.15176 0.2 0.4 0.2
C 1.78174 -0.70352 0.05783 0.1 -0.4 -0.1
O -0.95115 -1.96093 0.31094 0.3 0.0 0.1
N 0.85218 0.17026 -0.11838 -1.9 0.1 -0.3
H 0.02940 -2.09019 0.32474 -0.2 0.1 0.0
H -0.03953 -0.24278 1.83209 0.2 0.0 -0.1
H -0.94068 0.62629 -1.90882 0.0 0.0 0.2
H 0.77593 0.33891 -2.30366 0.0 -0.2 -0.2
H -0.34326 -1.07680 -2.01997 0.1 0.0 0.2
H -0.15912 2.21145 1.62439 0.0 0.0 0.0
H -1.83319 1.60531 1.56411 0.1 -0.1 0.0
H -1.00895 2.08592 0.08293 0.0 0.0 0.0
H 2.42237 -0.98378 -0.77352 -0.1 0.0 0.0
H 1.99569 -1.13820 1.03107 -0.1 0.1 0.0
```
Positions in Å, forces in eV/Å.